No. 1
Here is a structure of composition C25H23MnN3O9S3 at a distorted geometry from the OMol25 dataset. Energies are from the ωB97M-V functional and the def2-TZVPD basis.

Results
total charge: -1
<S²>: 6.0504
HOMO (spin up / spin down): -5.318 / -5.371 eV
spin multiplicity: 5

Element x y z (Å)
C -9.086 -20.059 4.671
C -5.485 -23.916 0.522
C -5.015 -25.088 1.117
C -8.674 -17.375 4.008
H -2.584 -19.370 -2.924
H -4.804 -16.376 -0.724
H -5.322 -23.707 -0.522
H -0.461 -14.545 -1.269
O -8.365 -22.849 4.034
C -6.307 -23.213 2.697
C -9.599 -17.687 4.989
H -10.299 -16.935 5.381
H -7.731 -14.775 1.931
O -4.673 -20.109 2.453
C -5.834 -24.366 3.275
C -7.056 -16.922 1.768
C -8.369 -21.241 -1.829
C -7.915 -18.418 3.350
C -3.860 -16.694 -1.187
H 0.502 -16.025 -1.121
C -1.501 -17.598 -2.369
C -1.513 -16.343 -1.718
Mn -6.257 -19.875 1.494
H -10.579 -19.290 6.011
C -3.784 -17.889 -1.843
C -6.088 -22.961 1.339
O -10.102 -20.427 -0.082
H -9.190 -21.055 5.052
H -2.810 -18.667 0.471
C -7.783 -15.848 2.297
C -2.647 -18.391 -2.444
C -2.718 -15.913 -1.154
H -4.830 -26.265 2.907
H -2.815 -14.948 -0.653
S -5.133 -18.968 -1.462
H -3.180 -20.228 -0.214
O -6.373 -18.270 -1.749
H -9.057 -21.911 -2.315
H -4.468 -25.800 0.562
O -7.753 -20.200 0.362
C -8.568 -16.111 3.428
C -0.258 -15.528 -1.725
H -0.534 -17.958 -2.823
O -8.757 -22.376 0.450
H -8.460 -20.248 -2.234
H -6.272 -16.873 1.015
H 0.110 -15.349 -2.720
C -8.099 -19.774 3.712
O -4.897 -20.198 -2.207
O -6.259 -22.009 4.980
H -9.101 -15.300 3.846
C -9.841 -19.025 5.264
N -4.947 -19.140 0.131
N -7.118 -18.122 2.326
S -8.817 -21.100 -0.182
H -7.355 -21.544 -1.955
N -7.326 -20.744 3.082
C -3.543 -19.486 0.485
O -2.495 -20.429 2.412
S -7.097 -22.167 3.833
H -6.501 -22.118 0.852
H -5.899 -24.644 4.341
C -3.508 -20.079 1.866
C -5.236 -25.371 2.462

No. 2
Here is a structure of composition C25H23N10O2S2SeTi from the OMol25 dataset. Energies are from the ωB97M-V functional and the def2-TZVPD basis.

Results
total charge: +1
<S²>: 2.0487
HOMO (spin up / spin down): -8.553 / -10.858 eV
spin multiplicity: 3

Element x y z (Å)
C 2.474 -3.807 -0.240
C -4.656 1.390 0.892
H -2.544 4.243 0.344
C 2.088 -2.485 -0.242
C 0.092 -1.040 -3.976
C 4.104 0.447 2.326
H -3.657 3.682 1.503
H -0.985 3.574 2.494
H -2.661 4.988 1.853
H 2.706 -1.738 -0.720
O -1.209 3.365 -0.550
C 3.450 0.761 0.010
H 3.407 -4.066 -0.720
H 0.269 -2.012 -2.075
N 0.922 -2.028 0.325
C 3.408 1.047 -1.453
N -1.805 -0.064 0.053
C -0.402 -0.381 3.580
H 0.088 -0.683 -6.608
C 0.076 1.327 -3.854
H 2.849 1.965 -1.638
C 1.694 -4.793 0.356
N -2.716 4.099 1.363
H 0.459 1.049 -6.550
Se -1.725 -4.164 2.154
C -2.937 0.152 -0.078
H -2.183 -0.440 2.429
N -5.809 -0.230 -2.049
C -4.276 0.489 -0.116
H -2.260 -1.369 3.921
C -1.887 -0.449 3.472
N 0.436 -0.157 2.597
C -0.160 0.260 -6.125
C 0.123 -2.975 0.938
H 0.042 -1.972 -4.522
H 1.984 -5.833 0.364
H 4.623 0.378 3.267
C 0.014 0.179 -4.640
H -2.344 0.387 4.005
N 0.291 0.041 -1.853
S 0.372 -0.546 5.098
H -2.110 2.241 2.171
C -1.649 3.134 1.755
N -4.831 2.130 1.766
H 2.917 0.238 -1.992
H 0.228 2.105 -1.864
C -5.123 0.090 -1.182
C 1.743 -0.080 3.045
C 2.787 0.246 2.074
C 0.485 -4.391 0.966
H 2.803 -0.281 4.954
C 0.208 1.222 -2.487
C -0.873 2.787 0.476
H 4.414 1.171 -1.849
H -1.200 0.495 -6.362
H 0.009 2.309 -4.304
S 4.909 0.872 0.885
N 2.424 0.419 0.751
C 1.895 -0.281 4.375
C 0.222 -1.070 -2.603
Ti 0.274 -0.086 0.365
O 0.082 1.960 0.634
N -0.997 -2.640 1.511
N -0.373 -5.181 1.579

No. 3
Here is a structure of composition C25H23N4O3Pt at a distorted geometry from the OMol25 dataset. Energies are from the ωB97M-V functional and the def2-TZVPD basis.

Results
total charge: +1
HOMO (spin up / spin down): -10.601 / -10.601 eV
spin multiplicity: 1

Element x y z (Å)
H 1.667 -0.754 6.355
H 1.380 0.519 -5.766
H 4.365 -1.202 -2.483
C 2.006 -0.594 -3.339
C 1.310 2.949 0.961
C 3.738 -1.087 -1.605
H -1.590 3.038 -1.843
H -0.552 -0.084 5.492
C 2.514 -1.035 4.406
H 4.146 -0.316 -0.953
C -0.496 3.479 2.455
C -3.398 0.756 -1.414
C 1.491 -0.710 5.289
C 0.245 -0.336 4.805
C -1.692 -1.770 -1.127
C 0.809 -0.501 1.107
N -1.087 -2.815 -0.721
C 2.338 -0.740 -1.998
N 1.822 -0.702 0.272
H -0.375 0.236 -5.635
C -3.062 -1.629 -1.315
H 3.482 -1.333 4.785
C -1.962 2.591 -0.917
O -3.543 -0.535 -1.947
C 0.017 -0.280 3.441
H -0.946 0.019 3.053
H -4.276 1.306 -1.095
H 2.816 -0.727 -4.039
H -2.911 3.073 -0.675
H -2.472 3.335 1.626
O -0.354 -0.124 -3.251
H 0.757 2.438 -1.047
C -1.806 -3.904 -0.376
C 0.736 -0.278 -3.891
Pt -0.459 -0.123 -1.254
H 2.371 2.849 0.771
N -2.210 1.165 -1.249
N 1.441 -0.539 -1.022
H -4.904 -2.668 -1.004
C -3.187 -3.842 -0.421
H 3.080 -1.232 2.344
C 0.861 3.338 2.217
H 1.572 3.533 3.009
C 1.043 -0.600 2.554
O -0.409 -0.252 0.726
C 0.609 -0.146 -5.377
H -0.849 3.795 3.428
H 3.732 -2.011 -1.025
H -1.258 -4.781 -0.068
C 2.294 -0.983 3.041
C -1.411 3.216 1.441
H 0.745 -1.121 -5.847
C -3.826 -2.702 -0.909
C -0.969 2.814 0.188
C 0.399 2.698 -0.051
H -3.781 -4.688 -0.102

No. 4
Here is an isolated molecule of C25H23NO6 from the OMol25 dataset. Energies are from the ωB97M-V functional and the def2-TZVPD basis.

Results
total charge: 0
structure (SMILES): COc1ccc(/C=C/C(=O)OCC(=O)Nc2cccc(Oc3ccccc3)c2)c(OC)c1
HOMO: -8.121 eV
spin multiplicity: 1

Element x y z (Å)
H 1.281 -2.482 -4.061
O -2.167 -1.672 -0.017
C -1.368 5.826 -0.114
C -2.464 -2.216 2.593
H 4.133 -4.173 -2.794
H -3.343 -2.429 1.972
H -2.851 1.622 -0.050
C 2.116 -2.999 -3.590
C 3.075 -4.459 0.878
C 3.833 -4.253 -1.763
C -0.876 7.066 -0.478
O 5.887 -5.401 -1.154
O -2.482 -0.481 4.257
C -2.834 2.175 0.878
C 2.197 -3.829 -0.017
H 5.691 -5.873 -3.167
C 4.679 -4.872 -0.849
C -2.736 1.511 2.097
H 4.948 -5.453 1.188
O -3.088 4.136 -0.393
O 1.760 -3.126 -2.233
H 6.466 -4.299 -2.817
C -2.567 5.375 -0.656
H 0.055 7.411 -0.053
H 3.024 -2.401 -3.715
C -3.251 6.165 -1.575
H -2.693 -0.288 1.117
C -2.528 -0.755 3.079
H 7.329 -5.817 -2.474
C 2.605 -3.733 -1.368
H 0.829 -3.499 1.577
H -1.172 8.825 -1.661
C -2.920 3.560 0.840
N -2.662 0.117 2.054
H -2.806 4.185 4.150
C -2.809 3.620 3.230
C 6.353 -5.335 -2.481
C -0.046 -2.699 -0.126
H -3.284 8.008 -2.647
C 4.285 -4.972 0.488
H 2.248 -3.975 -4.066
H -2.634 1.729 4.225
C -1.253 -2.247 0.548
C -2.746 7.399 -1.935
H -0.020 -2.484 -1.180
H 2.778 -4.540 1.913
H -4.172 5.791 -1.997
C -2.917 4.289 2.025
O -1.278 -2.517 1.866
H -2.447 -2.869 3.467
H -0.825 5.203 0.582
C -2.716 2.241 3.282
C 0.954 -3.332 0.514
C -1.562 7.858 -1.383
H -3.008 5.365 1.998

No. 5
Here is a structure of composition C25H24ClFeN7OSi at a distorted geometry from the OMol25 dataset. Energies are from the ωB97M-V functional and the def2-TZVPD basis.

Results
total charge: +1
<S²>: 0.7876
HOMO (spin up / spin down): -9.772 / -9.114 eV
spin multiplicity: 2

Element x y z (Å)
H -5.105 -1.888 -0.479
Si 1.498 0.132 -2.244
C 0.822 1.112 2.042
H 1.788 -3.267 -2.504
H -2.786 -3.261 -3.591
H 3.108 2.003 -2.063
Fe -0.410 0.307 -0.451
C 0.268 2.311 1.499
H 2.549 0.262 -4.476
C 1.803 -3.339 -1.424
H 3.249 -1.074 -3.566
C 1.436 -2.238 -0.670
C -0.830 4.596 0.441
H -1.820 1.435 2.926
H 0.047 1.967 -3.095
H -0.450 5.535 2.326
N -3.656 0.403 2.552
N -4.056 -2.639 -2.093
N -0.217 2.295 0.226
C 1.815 -3.506 1.341
H 1.824 -3.580 2.421
C 1.229 2.298 4.125
C -1.817 -1.876 -2.255
C -0.147 0.963 -2.716
N -1.909 -1.120 -1.157
C 1.158 -1.171 1.597
H 0.637 4.350 4.225
C 0.199 3.479 2.301
N 0.874 0.015 1.188
C 0.682 3.451 3.625
C 1.452 -2.293 0.739
H -1.261 5.466 -0.033
C -0.374 4.635 1.729
H -0.877 1.070 -1.869
N -4.135 -0.372 1.575
C -4.156 -1.905 -1.002
H -0.666 0.409 -3.498
C 2.176 -4.521 -0.807
C -2.876 -2.636 -2.712
C -3.084 -1.158 -0.511
C 2.689 1.283 -1.355
H 1.664 -1.251 -4.333
H 1.226 -1.379 2.667
N -2.044 0.316 1.113
Cl 2.600 -6.081 1.354
H 3.527 0.731 -0.923
H 2.460 -5.384 -1.393
H 1.616 2.279 5.135
C -0.732 3.395 -0.275
H -1.100 3.335 -1.292
H 1.785 0.266 3.756
C 1.309 1.143 3.340
C -3.136 -0.406 0.722
C 2.313 -0.557 -3.793
C -2.409 0.809 2.276
C 2.165 -4.600 0.581
H -4.224 0.600 3.359
H -0.865 -1.865 -2.769
O 0.965 -1.124 -1.278
H 2.208 1.841 -0.555

No. 6
Here is a structure of composition C25H24ClN3O5S3Zn from the OMol25 dataset. Energies are from the ωB97M-V functional and the def2-TZVPD basis.

Results
total charge: 0
HOMO: -8.546 eV
spin multiplicity: 1

Element x y z (Å)
C -1.150 -2.282 4.328
C 2.538 1.122 3.408
C 3.162 1.121 -3.852
H -2.781 0.236 -3.650
C -3.725 3.116 -2.220
H 1.261 -1.359 1.517
S -3.798 -1.021 -1.358
N 0.138 -3.250 -3.604
H 5.703 0.044 -1.898
N -3.203 0.946 -3.070
C -1.656 -1.012 2.239
C 2.590 2.131 2.450
H 0.200 -3.003 -4.577
H -1.808 2.509 -3.034
C -2.870 2.359 -3.236
H 2.961 1.477 -4.855
C 1.638 -0.371 1.748
C -1.501 -1.085 3.716
H -2.120 -3.096 -4.659
C 1.217 0.422 -0.646
O -1.055 -1.871 1.512
H -3.005 -2.934 -3.184
C 0.061 1.427 -0.943
C 3.659 0.228 -1.281
H -1.930 0.989 3.986
H -1.014 -3.165 3.719
H 5.271 0.882 -4.188
H -4.665 3.457 -2.649
H 2.186 2.680 0.416
H -0.713 -3.266 6.192
C 1.668 0.637 0.796
C 2.125 1.018 -2.939
H 2.974 3.109 2.713
C 4.701 0.323 -2.197
H 3.863 -0.119 -0.275
C 2.364 0.587 -1.638
S -4.094 1.920 -0.901
C -1.477 0.022 5.852
O -1.115 0.916 -0.981
N -2.121 -2.924 -3.667
C -3.652 0.579 -1.883
C -1.021 -3.171 -2.926
H 1.124 -1.559 -0.396
O -2.340 -0.102 1.711
O 0.645 -0.875 -0.881
C 2.159 1.893 1.158
O 0.336 2.598 -1.139
C 2.063 -0.127 3.052
C -1.665 0.064 4.480
H 2.012 -0.923 3.785
H -3.089 2.677 -4.254
H 2.864 1.313 4.422
H -3.187 3.957 -1.792
C 4.457 0.780 -3.482
C -0.979 -2.340 5.702
S -1.069 -3.390 -1.259
H 0.985 -3.262 -3.063
C -1.141 -1.183 6.447
H 1.121 1.294 -3.236
Zn -1.604 -0.809 -0.163
Cl -0.910 -1.244 8.171
H -1.588 0.912 6.456

No. 7
Here is a structure of composition C25H24Co2NO6 at a distorted geometry from the OMol25 dataset. Energies are from the ωB97M-V functional and the def2-TZVPD basis.

Results
total charge: +1
HOMO: -10.701 eV
spin multiplicity: 1

Element x y z (Å)
H 0.740 -5.538 -2.518
N 0.462 1.834 1.945
C 0.287 -2.244 -0.534
C 0.993 -2.240 -1.732
H -1.669 1.609 1.818
H 2.536 -0.800 -0.581
C -1.067 3.218 3.176
H -0.952 1.045 3.348
C 1.131 3.138 2.027
C -3.102 -0.920 -2.223
H 3.412 -1.362 2.260
C 0.285 -0.535 1.351
C -0.669 -0.662 -3.727
C -0.375 0.168 -0.927
H 2.310 1.548 -0.179
H -1.134 3.122 4.263
C 1.274 -1.488 2.068
H -0.608 -3.468 1.018
H 0.878 -2.507 2.120
C 0.686 -4.626 -1.921
C -4.557 1.510 -2.349
C 2.680 -1.513 1.451
C 0.152 4.055 2.765
C 2.347 0.918 0.726
H -0.570 -0.463 2.037
H 1.369 -1.136 3.107
O -5.541 1.982 -2.725
C -0.237 -0.924 0.096
C 2.939 -0.452 0.376
C 1.155 -3.426 -2.456
C -1.941 1.554 -3.604
Co -0.637 0.724 -2.631
O -0.698 -1.559 -4.458
C -3.627 0.466 -0.161
H 2.076 3.039 2.581
H 4.021 -0.355 0.229
H -0.154 -5.607 -0.167
O -3.127 -2.058 -2.425
C -1.214 1.232 -1.003
H 3.043 1.422 1.420
C -0.104 -3.459 0.044
H -0.151 4.870 2.101
O 1.948 1.806 -3.446
O -3.931 0.218 0.929
C 0.989 0.814 1.328
H -1.301 -1.207 0.305
H 1.367 3.517 1.020
H -2.004 3.656 2.822
H -1.027 2.219 -0.565
H 1.407 -1.305 -2.125
H 1.639 -3.385 -3.434
Co -3.052 0.793 -1.789
C 0.124 -4.658 -0.638
H 0.641 4.489 3.641
H 2.899 -2.512 1.042
O -2.336 2.185 -4.503
C -0.891 1.823 2.571
C 0.889 1.433 -3.163

No. 8
Here is a structure of composition C25H24MnNO7PS at a distorted geometry from the OMol25 dataset. Energies are from the ωB97M-V functional and the def2-TZVPD basis.

Results
total charge: +2
<S²>: 0.9156
HOMO (spin up / spin down): -14.931 / -14.952 eV
spin multiplicity: 2

Element x y z (Å)
H -2.177 -3.721 -2.756
O -0.359 -0.721 0.624
C -0.005 5.825 -2.887
H 0.366 -4.456 -3.359
C 1.461 -1.507 3.604
O 1.326 -0.108 -1.212
H 0.210 6.749 -3.402
C -1.390 2.038 2.119
C 0.650 -0.890 1.417
O -4.328 -0.088 -0.692
C -0.287 3.438 -2.919
O -0.228 -2.217 -1.805
H -0.273 2.492 -3.447
H 1.296 -1.832 4.620
H 2.384 2.707 2.658
C -0.560 3.457 -1.550
C -0.269 5.841 -1.523
H 0.059 -6.868 -2.724
O 4.989 -1.476 3.661
H -3.417 2.301 -0.046
H 4.094 -0.773 1.591
C -2.866 1.820 -0.861
C 2.008 -0.708 0.970
S -0.376 -3.631 -1.219
C 2.776 -1.328 3.159
C 2.240 -0.310 -0.382
H -2.737 -4.099 -1.114
C -0.536 4.666 -0.848
C -0.541 2.167 1.024
H 0.028 -6.421 -1.020
C -0.872 2.171 3.398
C -1.736 -5.781 -2.116
Mn -0.498 -0.366 -1.161
H -2.122 -6.036 -3.102
H -3.177 2.308 -1.795
O -2.236 -0.408 -1.401
H 0.200 4.614 -4.637
C 0.484 2.394 3.591
H 3.276 -0.172 -0.716
H -0.613 -1.363 3.078
C -0.229 -6.081 -2.027
C 0.509 -4.787 -2.331
H 1.483 2.515 0.364
C 1.334 2.515 2.500
H -2.446 1.852 1.985
C -0.015 4.621 -3.581
H -0.269 6.777 -0.986
H -2.280 -6.385 -1.391
H -1.528 2.109 4.253
C -3.246 0.322 -0.973
O 3.552 -1.798 5.239
H -0.739 4.683 0.212
N 3.876 -1.560 4.107
C 0.828 2.404 1.220
H 1.566 -4.821 -2.084
P -1.030 1.926 -0.706
C 0.412 -1.263 2.758
C -1.960 -4.289 -1.850
C 3.060 -0.919 1.876
H 0.875 2.472 4.595

| no. | calculated total energy (eV) |
| --- | --- |
| 1 | -113025.4527 |
| 2 | -155423.9304 |
| 3 | -41640.4307 |
| 4 | -40072.9076 |
| 5 | -93575.5911 |
| 6 | -134472.9941 |
| 7 | -115333.2013 |
| 8 | -93561.5200 |